Molecular formula: C24H27N2
Method: DFT, ωB97M-V/def2-TZVPD

Its net charge is +1. The calculation puts the HOMO energy at -10.019 eV. The SMILES is CC1=C[C@@H]([C@@H](c2ccc(C)cc2)c2cn(C)c3ccccc23)C(C)=[N+]1C. The calculation puts the energy above the lowest of the compared OMol25 structures with the same formula, charge and spin at 36.9 kcal/mol. For the HOMO-LUMO gap, the calculation gives 5.99 eV. The calculated total energy is -28298.6381 eV.

Geometry as XYZ:
```
53
Properties=species:S:1:pos:R:3:forces:R:3
C -2.3225 -2.9949 -3.2345 -0.677 -0.194 -0.206
C -1.2068 -2.1992 -2.6872 -0.107 3.681 0.461
C -1.0824 -0.8525 -2.3580 -0.840 -2.417 -1.359
C 0.1940 -0.4974 -1.6581 0.802 -2.950 -3.279
C -0.2163 0.2261 -0.4674 -0.782 2.776 3.879
C -0.0697 -0.5738 0.7960 -0.495 -0.155 0.118
C 0.9169 -0.3761 1.7589 -0.226 -0.442 -0.363
C 0.8142 -1.0615 2.9597 -0.266 0.063 -0.318
C -0.2642 -1.9133 3.1953 -0.209 -0.406 -0.139
C -0.3812 -2.5823 4.5236 0.075 -0.287 0.294
C -1.2283 -2.1463 2.2013 0.189 0.225 -0.014
C -1.1396 -1.4406 1.0111 0.017 -0.248 0.326
C 0.2571 1.6859 -0.2532 0.011 0.551 -0.458
C 0.4855 2.6025 -1.2755 -0.216 -0.249 1.289
N 0.5753 3.8707 -0.7643 0.277 0.127 0.240
C 0.7438 5.1022 -1.4997 0.201 0.393 -0.412
C 0.4171 3.8401 0.6107 -0.358 -0.519 -1.024
C 0.4078 4.9504 1.4435 -0.065 -0.010 0.635
C 0.0543 4.7551 2.7719 0.230 0.011 -0.465
C -0.2608 3.4688 3.2196 -0.056 -1.015 -0.540
C -0.2257 2.3465 2.3455 -0.241 0.356 1.237
C 0.1378 2.4971 0.9930 0.129 0.428 -0.433
C 0.9015 -1.9565 -1.8346 -1.680 0.629 -1.458
C 2.3327 -2.2458 -2.0219 0.805 0.133 0.645
N 0.0410 -2.7578 -2.4760 1.949 -0.332 1.316
C 0.3432 -4.0995 -3.0173 0.553 -0.542 -0.405
H -3.2119 -2.3715 -3.3189 0.076 0.041 0.025
H -2.1184 -3.3881 -4.2387 0.055 0.125 0.215
H -2.5955 -3.8471 -2.5969 0.208 0.188 -0.052
H -1.9057 -0.1741 -2.4579 -0.191 0.275 0.156
H 0.9401 0.1301 -2.1665 -0.254 -0.153 -0.612
H -1.3165 0.4157 -0.4753 0.651 -0.484 -0.411
H 1.6997 0.3544 1.5947 0.014 -0.095 -0.007
H 1.5456 -0.8827 3.7384 -0.029 -0.081 0.043
H -1.2301 -3.2673 4.5438 0.059 0.077 0.112
H 0.5263 -3.1538 4.7355 -0.091 -0.008 0.073
H -0.4933 -1.8454 5.3233 -0.061 -0.096 -0.038
H -2.0718 -2.8289 2.3475 0.372 0.268 0.238
H -1.9487 -1.4897 0.2629 0.466 -0.122 0.420
H 0.5198 2.4743 -2.3455 0.085 -0.151 -0.052
H 0.9044 5.9281 -0.7921 -0.022 -0.417 -0.439
H 1.6253 5.0431 -2.1495 -0.210 0.046 0.078
H -0.1406 5.3568 -2.1067 0.258 -0.206 0.207
H 0.6723 5.9324 1.0602 -0.173 -0.181 0.262
H 0.0187 5.6064 3.4460 0.022 -0.195 -0.043
H -0.5396 3.3386 4.2751 0.093 -0.119 -0.633
H -0.5105 1.3832 2.7858 0.161 0.428 -0.380
H 2.9281 -1.3388 -1.8987 -0.061 -0.174 0.235
H 2.6516 -2.9941 -1.2843 0.178 0.170 -0.129
H 2.5431 -2.6369 -3.0285 -0.142 0.137 0.350
H 1.4295 -4.2503 -3.1516 -0.665 0.190 0.311
H -0.0419 -4.9036 -2.3671 0.107 0.562 -0.084
H -0.1043 -4.2389 -4.0177 0.075 0.372 0.589
```
Positions in Å, forces in eV/Å.

---

Molecular formula: C4H36N2O14
Method: DFT, ωB97M-V/def2-TZVPD

The calculation puts the HOMO energy at -9.506 eV. The calculation puts the energy above the lowest of the compared OMol25 structures with the same formula, charge and spin at 156.7 kcal/mol. For the HOMO-LUMO gap, the calculation gives 9.51 eV. The calculated total energy is -36374.6068 eV.

Geometry as XYZ:
```
56
Properties=species:S:1:pos:R:3:forces:R:3
O 1.2481 0.4038 -3.0834 -0.498 -1.337 -2.319
C 0.7474 -0.7498 -3.1816 0.668 1.766 1.633
N 0.4901 -1.2506 -1.9118 -0.778 -2.191 0.222
C 0.3956 -2.6679 -1.4444 -0.471 -0.952 -0.143
N -0.1682 -2.9138 -0.0916 1.831 -0.776 -2.794
C 0.4602 -1.6725 -4.4115 2.040 -0.808 2.601
C -0.9720 -2.2609 -4.3179 1.297 -0.941 -1.756
H 0.3455 -0.5760 -1.1626 0.746 0.102 -0.809
H -0.2939 -3.2344 -2.1123 1.007 0.274 0.157
H 1.3928 -3.1196 -1.4137 -0.123 0.237 -0.642
H -0.1329 -2.1365 0.4828 0.048 1.718 1.692
H -1.0814 -3.1783 -0.2740 -2.218 -0.450 0.327
H 1.3547 -2.4109 -4.2179 -1.968 0.608 -0.265
H 0.7414 -1.3357 -5.3920 -0.153 1.040 -0.122
H -0.8400 -3.3778 -4.3822 -0.687 1.054 -0.070
H -1.4123 -2.0102 -3.3683 -0.510 0.182 0.004
H -1.5199 -1.8707 -5.2213 0.094 -0.565 1.246
H 0.6259 1.9077 -0.7691 2.923 4.381 0.115
H -0.5747 1.3447 -1.5938 -0.632 0.760 -1.338
O 0.0525 1.2511 -0.9103 -1.878 -3.974 1.700
H -3.7730 0.0191 1.4432 -0.500 1.029 2.435
H -3.5569 0.7748 2.8986 0.458 -0.415 -0.370
O -4.2143 0.4596 2.2635 0.400 -0.768 -2.052
H 4.0294 -2.5546 -2.6267 0.189 -0.072 0.437
H 2.7264 -1.6117 -2.5355 2.269 -2.649 -1.910
O 3.2645 -2.3144 -3.1466 -2.154 2.674 1.699
H -1.5894 3.8362 2.7289 -1.419 0.822 -0.648
H -3.0051 4.5461 2.2222 2.134 -0.865 1.616
O -2.2999 4.4895 2.9649 -0.586 -0.244 -0.946
H -2.0246 2.6621 4.2200 -0.765 -1.420 0.914
H -2.6071 1.3959 5.0939 -1.568 0.213 1.287
O -1.9699 1.7040 4.4956 2.186 1.192 -2.199
H -2.5299 2.6155 0.4820 -1.779 0.280 0.933
H -3.7972 2.0393 1.3253 0.095 -0.550 0.096
O -3.4342 2.8027 0.8645 1.518 0.780 -1.133
H -1.1273 -0.3054 -0.0548 1.075 -0.571 0.481
H -1.8254 1.0090 0.2763 0.479 -0.109 0.155
O -1.9560 0.1217 -0.0494 -3.015 0.049 -0.323
H 3.0799 1.9892 1.7586 2.723 -0.097 1.537
H 2.6087 1.5721 0.2873 1.209 -0.372 -0.021
O 2.4009 1.9255 1.1584 -3.681 0.417 -1.108
H 0.3343 0.0823 1.3238 -1.004 -3.050 2.286
H 0.0159 -0.9422 2.7889 0.319 1.356 -3.496
O -0.0088 -0.8529 1.7022 1.229 2.383 1.443
H 2.3646 0.6672 -1.4818 -1.038 -0.413 -0.476
H 3.7795 0.7296 -1.6551 1.689 0.314 -1.016
O 3.1723 0.5608 -0.9665 -0.915 -0.169 0.851
H 3.3410 -1.5646 0.3747 1.163 2.598 -0.025
H 2.2515 -2.4476 0.5690 1.133 -0.901 -0.391
O 3.2044 -2.4713 0.2694 -2.349 -1.655 0.438
H 0.0394 0.4235 4.5624 -1.301 2.913 1.421
H 0.5805 -0.9454 4.9290 3.120 -6.685 8.441
O 0.3384 -0.4056 4.3534 -2.017 3.661 -9.738
H 0.2642 4.0282 2.3960 0.059 -2.583 -1.808
H 0.9731 2.6521 1.7005 -1.494 1.366 0.379
O 0.0910 3.1679 1.8407 1.402 1.416 1.370
```
Positions in Å, forces in eV/Å.

---

Molecular formula: C4H2NO2
Method: DFT, ωB97M-V/def2-TZVPD

Its net charge is -1. The calculation puts the HOMO energy at -3.946 eV. The calculation puts the energy above the lowest of the compared OMol25 structures with the same formula, charge and spin at 11.8 kcal/mol. For the HOMO-LUMO gap, the calculation gives 8.31 eV. The calculated total energy is -9763.2541 eV.

Geometry as XYZ:
```
9
Properties=species:S:1:pos:R:3:forces:R:3
C -0.8695 -0.4127 0.4060 -2.939 -0.517 1.831
C -0.2949 -0.1935 -0.7960 1.619 -0.022 -2.875
C -0.5012 0.6258 1.6303 0.632 -1.293 0.330
C 1.0557 0.4659 -0.6264 1.971 -0.560 2.496
N -0.0479 -0.5437 1.6542 -0.179 1.552 0.642
O 1.4106 1.5743 -0.9313 -0.148 -0.385 -0.562
O -0.6188 -0.5367 -1.9522 -0.369 0.316 0.481
H -1.9026 -0.7733 0.4888 0.489 -0.221 -0.414
H 1.7685 -0.2062 0.1266 -1.077 1.131 -1.929
```
Positions in Å, forces in eV/Å.

---

Molecular formula: C39H41ClHoP3
Method: DFT, ωB97M-V/def2-TZVPD

The multiplicity is 5. Its net charge is +2. The calculation puts the HOMO energy (alpha / beta) at -13.976 / -13.962 eV. For the HOMO-LUMO gap (alpha / beta), the calculation gives 7.05 / 7.18 eV. The calculated total energy is -107280.6591 eV.

Geometry as XYZ:
```
85
Properties=species:S:1:pos:R:3:forces:R:3
Ho 0.8659 -0.0056 -0.3216 0.799 0.280 1.259
Cl 3.2110 0.0058 -0.4472 1.080 0.019 -0.127
P -0.0055 -2.6513 -0.4833 0.620 -1.752 -0.281
P -0.0101 2.6155 -0.5372 0.515 1.546 -0.351
C 0.4387 -3.5609 1.0363 -0.634 0.619 1.300
C 1.2327 -3.3088 -1.6860 0.468 0.941 -0.257
C -1.6436 -3.2691 -0.9966 -0.715 0.878 -0.740
C -1.7194 3.2881 -0.4778 -0.602 -0.470 -0.311
C 0.9314 3.5652 0.7482 0.135 -1.137 1.625
C 0.8431 3.1729 -2.0810 0.624 -0.587 -0.049
C -0.5233 -4.2963 1.7487 0.039 0.087 -0.376
C -0.2357 -4.8270 3.0015 -0.350 -0.658 0.282
C 0.9986 -4.5947 3.5899 0.305 -0.233 0.293
C 1.9165 -3.7575 2.9587 0.693 -0.005 0.249
C 1.6336 -3.2363 1.7065 -0.056 0.276 -0.572
H -1.5244 -4.4151 1.3436 0.195 -0.237 -0.104
H -0.9765 -5.4733 3.5148 0.526 0.591 -0.424
H 1.2753 -5.0834 4.5351 -0.279 0.378 -0.426
H 2.8867 -3.5383 3.4455 -0.734 -0.117 -0.384
H 2.3389 -2.5444 1.2265 -0.014 -0.442 0.113
C -2.8196 -2.7525 -0.4087 0.600 0.129 0.021
C -4.0792 -3.1757 -0.8114 -0.172 0.074 0.131
C -4.1834 -4.0838 -1.8699 0.239 -0.395 -0.153
C -3.0337 -4.5151 -2.5656 -0.633 0.086 0.453
C -1.7830 -4.0599 -2.1409 0.339 -0.459 -0.193
H -2.7148 -1.9530 0.3246 -0.164 -0.318 0.219
H -4.9807 -2.7979 -0.2875 0.701 -0.298 -0.528
H -5.1734 -4.4610 -2.1415 0.409 0.153 -0.048
H -3.1245 -5.2363 -3.3997 0.107 0.701 0.535
H -0.8943 -4.3166 -2.7220 -0.251 -0.180 0.275
C 1.9100 -4.4944 -1.4397 0.086 -0.922 0.370
C 2.8745 -4.9902 -2.3230 -0.150 0.261 -0.323
C 3.2130 -4.2259 -3.4467 0.074 -0.402 -0.037
C 2.6347 -2.9731 -3.6544 -0.273 0.401 -0.225
C 1.6528 -2.5114 -2.7837 -0.308 -0.465 0.804
H 1.6952 -5.0709 -0.5305 -0.049 0.199 -0.497
H 3.3224 -5.9819 -2.1530 -0.182 0.695 -0.058
H 3.9229 -4.6176 -4.1847 -0.226 0.221 0.413
H 2.9165 -2.3578 -4.5201 -0.046 -0.371 0.471
H 1.1972 -1.5200 -2.9055 0.060 -0.206 -0.347
C 2.3288 3.6718 0.7513 0.670 -0.493 -1.346
C 3.0317 4.2341 1.8077 0.549 0.752 0.483
C 2.3812 4.5533 3.0024 0.073 0.184 -0.587
C 1.0297 4.2438 3.1022 -0.377 0.392 0.881
C 0.3153 3.7821 2.0074 -0.225 -0.281 -0.782
H 2.9405 3.2649 -0.0854 -0.659 0.665 0.360
H 4.0968 4.5187 1.6897 -0.754 -0.600 0.050
H 2.9014 5.0789 3.8102 -0.166 -0.445 -0.274
H 0.5333 4.4182 4.0765 0.140 -0.132 -0.789
H -0.7345 3.5074 2.1033 0.050 0.415 0.087
C -2.7969 2.5373 0.0558 0.693 0.108 -0.290
C -4.0972 3.0299 0.0616 0.174 0.069 -0.100
C -4.3473 4.2962 -0.4855 0.138 0.448 -0.131
C -3.3066 5.0599 -1.0614 0.086 -0.803 0.440
C -2.0011 4.5142 -1.0711 -0.630 0.866 -0.133
H -2.5894 1.5309 0.4078 -0.123 0.055 0.210
H -4.9069 2.4106 0.4781 0.421 0.479 -0.277
H -5.3733 4.6858 -0.4656 0.525 -0.121 -0.063
H -3.4933 6.0636 -1.4861 0.091 -0.831 0.250
H -1.2209 5.0791 -1.5771 -0.071 -0.083 0.208
C 1.2867 4.4875 -2.2202 -0.016 0.845 -0.152
C 1.8966 4.9352 -3.3989 0.002 -0.368 -0.293
C 2.2080 4.0108 -4.4082 -0.280 0.057 0.076
C 1.9143 2.6553 -4.2186 -0.081 -0.448 -0.129
C 1.2433 2.2351 -3.0717 -0.430 0.680 0.673
H 1.1895 5.2161 -1.4041 -0.292 -0.387 -0.363
H 2.0959 6.0072 -3.5434 0.080 -0.651 0.187
H 2.6609 4.3308 -5.3555 -0.154 -0.092 0.551
H 2.1690 1.9048 -4.9839 -0.032 0.543 0.428
H 1.0282 1.1667 -2.9119 -0.068 0.224 -0.339
H -1.2157 -0.1138 -0.4759 -0.355 -0.415 -3.652
H -1.0090 -0.2840 -1.3516 -1.750 0.686 3.047
C -1.6650 -1.2346 2.9758 -1.010 -0.068 -0.514
P -0.5093 0.2270 2.3162 2.148 -1.835 2.753
C -0.8013 1.2216 3.8203 -1.715 1.768 -0.406
C 1.5085 0.2123 2.8594 0.070 -0.640 -1.173
H -2.7003 -0.9289 2.6157 1.132 0.190 0.410
H -1.7663 -1.3489 4.0804 0.560 0.565 -0.750
H -1.6422 -2.2811 2.6031 0.859 0.844 -0.175
H -0.9947 0.6316 4.7346 0.128 0.106 -0.775
H -0.1470 2.0731 4.0575 0.235 -0.708 -0.457
H -1.7164 1.7184 3.4559 -0.341 0.059 1.109
H 1.7297 0.1374 3.9516 -0.845 -0.092 -0.766
H 2.0494 -0.6314 2.3711 -0.191 0.561 0.360
H 2.0089 1.1801 2.5197 -1.036 -0.952 0.149
```
Positions in Å, forces in eV/Å.

---

Molecular formula: C31H50ClPTbTe
Method: DFT, ωB97M-V/def2-TZVPD

The multiplicity is 7. Its net charge is -1. The calculation puts the HOMO energy (alpha / beta) at -2.645 / -2.719 eV. For the HOMO-LUMO gap (alpha / beta), the calculation gives 5.08 / 5.15 eV. The calculated total energy is -84496.4815 eV.

Geometry as XYZ:
```
85
Properties=species:S:1:pos:R:3:forces:R:3
Tb -0.7275 -0.9289 -0.4146 2.295 1.693 -1.393
P 2.1022 -0.2445 -0.7415 1.938 0.002 -0.560
Cl -1.5694 -0.0395 -2.5675 -0.305 0.336 -1.485
C -2.6630 -1.2637 0.3717 -0.782 -1.091 0.151
H -3.4068 -1.3062 -0.4775 0.598 1.046 1.031
H -2.9478 -2.0837 1.0827 0.326 1.437 0.108
C 2.7010 1.2709 -1.7102 -0.178 -0.125 0.511
C 2.5720 -1.7573 -1.8034 0.143 1.016 0.701
C 2.0078 1.3326 -3.0793 -0.073 0.070 -0.076
H 2.3075 2.1122 -1.1058 -0.001 -0.200 -0.145
C 2.2462 2.6879 -3.7627 0.035 -0.077 0.158
H 2.4072 0.5364 -3.7236 -0.024 0.138 0.097
H 0.9281 1.1427 -2.9756 0.272 0.066 -0.028
C 3.7369 3.0406 -3.8551 0.038 -0.105 0.042
H 1.8034 2.6737 -4.7670 0.046 0.054 0.171
H 1.7230 3.4649 -3.1909 0.025 -0.061 -0.040
C 4.4775 2.8654 -2.5192 -0.126 0.068 -0.045
H 4.2068 2.3970 -4.6107 -0.017 0.022 0.060
H 3.8515 4.0764 -4.2025 0.019 -0.188 -0.001
C 4.2100 1.5089 -1.8526 0.130 -0.013 -0.170
H 5.5582 2.9986 -2.6682 -0.184 0.017 0.020
H 4.1516 3.6565 -1.8303 0.030 -0.044 -0.036
H 4.6612 0.7082 -2.4532 -0.082 0.170 0.066
H 4.7158 1.4925 -0.8792 -0.159 -0.002 -0.246
C 3.2490 -0.3492 0.7778 -0.546 -0.158 -0.371
C 3.8796 -1.7714 -2.5884 0.184 -0.186 -0.061
H 2.5867 -2.5473 -1.0315 0.013 0.077 -0.315
C 4.1187 -3.1840 -3.1156 -0.160 -0.525 -0.147
H 3.8125 -1.0753 -3.4334 -0.013 -0.040 0.078
H 4.7439 -1.4671 -1.9918 -0.170 -0.015 -0.063
C 2.9258 -3.7662 -3.9061 -0.116 0.138 -0.124
H 5.0131 -3.2062 -3.7491 -0.044 -0.024 0.064
H 4.3181 -3.8506 -2.2652 0.008 0.132 -0.016
C 1.5573 -3.5094 -3.2438 0.155 -0.190 -0.038
H 2.9079 -3.3135 -4.9113 0.053 -0.074 0.185
H 3.0669 -4.8501 -4.0445 0.015 0.311 -0.033
C 1.4448 -2.0605 -2.7795 -0.359 -0.300 -0.019
H 0.7473 -3.7454 -3.9472 0.174 -0.013 0.087
H 1.4271 -4.1704 -2.3713 0.022 0.206 -0.154
H 1.4854 -1.3801 -3.6396 -0.003 -0.075 0.126
H 0.4520 -1.8891 -2.3385 0.360 -0.207 -0.302
C 3.3061 1.0015 1.5171 -0.054 0.068 -0.071
H 2.6624 -1.0512 1.3991 0.203 0.169 0.044
C 4.1028 0.9204 2.8241 0.176 -0.294 0.116
H 3.7605 1.7681 0.8731 -0.045 -0.164 0.082
H 2.2848 1.3473 1.7375 0.157 -0.116 -0.083
C 5.4828 0.2532 2.6633 -0.044 0.061 -0.175
H 4.2383 1.9268 3.2397 -0.087 -0.133 -0.040
H 3.5237 0.3507 3.5620 0.001 0.028 -0.093
C 5.4182 -1.0712 1.8829 -0.089 0.099 0.292
H 6.1600 0.9461 2.1402 -0.115 -0.094 0.025
H 5.9248 0.0728 3.6560 -0.090 0.089 -0.259
C 4.6354 -0.9623 0.5695 0.299 0.104 0.048
H 6.4378 -1.4275 1.6803 -0.187 0.024 0.033
H 4.9389 -1.8301 2.5155 0.012 0.058 -0.050
H 5.2194 -0.3586 -0.1383 -0.103 -0.090 0.117
H 4.5543 -1.9661 0.1388 -0.069 0.146 0.001
C -0.8345 1.1993 0.8545 1.888 -3.394 -1.478
C -2.0878 0.2786 0.9528 -6.363 2.237 0.992
H 0.1635 1.2375 0.3587 -0.993 -1.609 -0.481
C -2.5878 0.2140 2.4710 0.029 -1.714 -0.948
H -3.0302 0.9310 0.3997 2.117 -1.079 1.310
C -2.7118 1.5640 3.0771 0.194 0.828 -1.268
H -3.5359 -0.3505 2.5817 0.263 0.438 -0.506
H -1.8660 -0.4577 2.9749 0.039 0.570 0.099
C -1.3978 2.2870 2.9335 0.744 1.299 -0.121
H -3.4978 2.1456 2.5312 0.441 -0.410 0.318
H -3.0025 1.5275 4.0925 -0.408 -0.144 1.289
C -0.9992 2.4889 1.4353 -1.421 0.925 1.953
H -1.4808 3.2774 3.3855 0.062 0.159 0.383
H -0.5850 1.7126 3.4401 -0.476 0.452 -0.353
H -1.8356 2.9360 0.8939 -0.641 0.801 0.218
H -0.1691 3.2045 1.3467 0.120 -0.550 -0.045
Te 0.2067 -3.4134 0.5102 1.333 -1.769 1.013
C -1.3905 -4.3365 -0.4637 -1.061 -0.495 -0.503
C -2.1045 -5.3427 0.2538 0.217 0.723 -0.906
C -3.2115 -5.9519 -0.3403 0.146 0.030 -0.025
C -3.6209 -5.5961 -1.6370 0.559 0.179 0.470
C -2.9300 -4.6095 -2.3381 0.336 0.315 -0.056
C -1.8186 -3.9648 -1.7731 -0.030 -0.640 1.276
H -1.7578 -5.5865 1.2653 -0.307 -0.023 -0.470
H -3.7587 -6.7206 0.2142 0.134 0.243 -0.217
H -4.4676 -6.0873 -2.0881 -0.147 -0.057 -0.058
H -3.2438 -4.3177 -3.3456 0.022 -0.131 0.364
H -1.2923 -3.1580 -2.2959 -0.295 -0.427 -0.025
```
Positions in Å, forces in eV/Å.